Formula: C5H12NS2
Source: the OMol25 dataset
Level of theory: ωB97M-V with the def2-TZVPD basis set

Computed properties:
- maximum force (eV/A) = 5.283
- expectation value of S² = 0.765
- energy above the lowest of the compared OMol25 structures with the same formula, charge and spin (kcal/mol) = 20.5

Geometry as ORCA input:
```
! RIJCOSX wB97M-V def2-TZVPD def2/J DEFGRID3
* xyz 0 2
C 1.50700 3.20723 0.12780
S 2.74153 1.84894 0.16824
S 2.37852 0.90449 1.98146
C 2.17614 -0.87644 1.63786
H 0.47096 2.79042 0.09956
H 1.64758 3.85633 0.98845
H 1.66410 3.77137 -0.79832
H 2.82518 -1.20075 0.77593
H 2.49714 -1.33779 2.53727
H 1.11250 -1.11478 1.40717
C -1.16418 -1.08642 -0.71760
C -0.84316 0.20976 -0.46275
C -2.97687 -2.53618 -1.35751
N -2.49969 -1.38107 -1.04267
H -0.53844 -1.98349 -0.67646
H -1.63397 0.93725 -0.61738
H 0.16567 0.54643 -0.15894
H -4.07170 -2.60134 -1.58401
H -2.32651 -3.39432 -1.31877
H -3.13182 -0.55966 -0.98935
*
```

Charges computed using natural (NBO), reported in e:
1. C -0.7356
2. S 0.0651
3. S 0.0617
4. C -0.7398
5. H 0.2213
6. H 0.2226
7. H 0.2321
8. H 0.2319
9. H 0.2280
10. H 0.2198
11. C -0.0120
12. C -0.5163
13. C -0.3043
14. N -0.5423
15. H 0.2036
16. H 0.1858
17. H 0.2157
18. H 0.1882
19. H 0.1786
20. H 0.3960

Formula: C11H9FNORhS4Sb
Source: the OMol25 dataset
Level of theory: ωB97M-V with the def2-TZVPD basis set

Computed properties:
- maximum force (eV/A) = 1.479
- expectation value of S² = 8.818
- energy above the lowest of the compared OMol25 structures with the same formula, charge and spin (kcal/mol) = 23.7

Geometry as ORCA input:
```
! RIJCOSX wB97M-V def2-TZVPD def2/J DEFGRID3
* xyz -2 6
Rh 0.37222 -0.37836 0.21959
S 1.34164 4.84582 0.40429
Sb 1.99728 2.81268 -0.55956
S 2.10257 0.13692 1.54212
S -0.14591 1.67864 -0.94227
S 2.76477 3.26151 -2.74492
O 0.10636 -1.90382 -1.28525
N 1.41514 -1.54373 -1.32415
C 1.88144 -0.73450 -2.36045
C 3.19883 -0.70260 -2.69911
C 4.12958 -1.54449 -2.06401
C 3.64818 -2.41070 -1.07314
C 2.32848 -2.42482 -0.73529
H 1.13285 -0.11587 -2.82836
H 3.51086 -0.00445 -3.46292
H 5.17733 -1.51847 -2.32671
H 4.31973 -3.09614 -0.57184
H 1.90219 -3.06639 0.01950
F -3.99619 -1.25264 4.53619
C -3.06161 -0.98750 3.56852
C -2.93838 -1.85331 2.50466
C -1.97410 -1.58221 1.53838
C -1.13233 -0.46748 1.62248
C -1.30456 0.37994 2.71937
C -2.26609 0.13111 3.69345
H -3.57968 -2.72491 2.44083
H -1.88857 -2.26169 0.69638
H -0.67792 1.25816 2.82020
H -2.38873 0.79286 4.54246
*
```

Charges computed using natural (NBO), reported in e:
1. Rh 0.7367
2. S -0.8774
3. Sb 1.0507
4. S -0.3982
5. S -0.6925
6. S -0.8912
7. O -0.6164
8. N -0.1300
9. C -0.0305
10. C -0.2446
11. C -0.2930
12. C -0.2334
13. C -0.0577
14. H 0.2514
15. H 0.2388
16. H 0.1954
17. H 0.2017
18. H 0.2159
19. F -0.3642
20. C 0.3540
21. C -0.3116
22. C -0.2554
23. C -0.1724
24. C -0.2236
25. C -0.3048
26. H 0.2032
27. H 0.2128
28. H 0.2280
29. H 0.2085

Formula: C2H2
Source: the OMol25 dataset
Level of theory: ωB97M-V with the def2-TZVPD basis set

Computed properties:
- maximum force (eV/A) = 9.663
- energy above the lowest of the compared OMol25 structures with the same formula, charge and spin (kcal/mol) = 13.8

Geometry as ORCA input:
```
! RIJCOSX wB97M-V def2-TZVPD def2/J DEFGRID3
* xyz 0 1
C 0.37068 -0.31056 0.32735
C -0.33388 0.32238 -0.33293
H 0.94849 -0.67565 1.19515
H -1.16928 0.60472 -1.16166
*
```

Charges computed using natural (NBO), reported in e:
1. C -0.2595
2. C -0.2459
3. H 0.2430
4. H 0.2624

Formula: C5H10N2O
Source: the OMol25 dataset
Level of theory: ωB97M-V with the def2-TZVPD basis set

Computed properties:
- maximum force (eV/A) = 1.287
- energy above the lowest of the compared OMol25 structures with the same formula, charge and spin (kcal/mol) = 79.5

Geometry as ORCA input:
```
! RIJCOSX wB97M-V def2-TZVPD def2/J DEFGRID3
* xyz 0 1
C -1.09922 1.70914 -0.37318
C 1.23928 0.37261 1.15172
C -1.32051 -1.32533 0.09923
C 0.84096 -0.44670 -0.05159
N 1.79578 -0.53485 -1.02040
C -0.01626 -1.62412 0.15301
O -0.65720 0.40972 -0.65987
N -2.52212 -1.44252 0.32938
H 2.68040 -0.06095 -0.92808
H 1.56960 -1.07693 -1.84017
H -3.18511 -1.24838 -0.41167
H 0.36949 -2.62980 0.08222
H -2.13438 1.64992 -0.01090
H -0.51984 2.23897 0.39458
H -1.05937 2.31773 -1.28461
H 1.64862 1.34151 0.86012
H 0.37775 0.53156 1.79344
H 1.99215 -0.18156 1.71677
*
```

Charges computed using natural (NBO), reported in e:
1. C -0.2490
2. C -0.6613
3. C 0.5662
4. C 0.4957
5. N -0.8067
6. C -0.5692
7. O -0.6803
8. N -0.7052
9. H 0.3950
10. H 0.4040
11. H 0.3806
12. H 0.2417
13. H 0.1757
14. H 0.1587
15. H 0.1689
16. H 0.2146
17. H 0.2417
18. H 0.2288

Formula: C4H6F2O2
Source: the OMol25 dataset
Level of theory: ωB97M-V with the def2-TZVPD basis set

Computed properties:
- maximum force (eV/A) = 3.889
- energy above the lowest of the compared OMol25 structures with the same formula, charge and spin (kcal/mol) = 17.0

Geometry as ORCA input:
```
! RIJCOSX wB97M-V def2-TZVPD def2/J DEFGRID3
* xyz 0 1
C 2.54343 0.94343 0.07697
O 1.05465 1.02676 0.10402
C 0.35137 -0.05311 -0.16194
O 0.81220 -1.16163 -0.29426
C -1.36029 0.14351 -0.10207
C -2.04360 -1.17092 0.08626
F -1.64090 1.05561 0.78500
F -1.66767 0.77934 -1.32270
H 2.90455 1.28902 1.07434
H 2.91888 1.62340 -0.69705
H 2.66854 -0.17402 -0.09053
H -1.24334 -1.82519 0.05804
H -2.49476 -1.15491 1.17652
H -2.80306 -1.32128 -0.69259
*
```

Charges computed using natural (NBO), reported in e:
1. C -0.2817
2. O -0.5030
3. C 0.7394
4. O -0.6117
5. C 0.6560
6. C -0.6982
7. F -0.3130
8. F -0.3643
9. H 0.2016
10. H 0.2041
11. H 0.2316
12. H 0.2550
13. H 0.2362
14. H 0.2479

Formula: C34H57F3N2O2PrSi
Source: the OMol25 dataset
Level of theory: ωB97M-V with the def2-TZVPD basis set

Computed properties:
- maximum force (eV/A) = 3.351
- expectation value of S² = 2.003
- electronic energy (hartree) = -2695.56920

Geometry as ORCA input:
```
! RIJCOSX wB97M-V def2-TZVPD def2/J DEFGRID3
* xyz 1 3
O 1.04144 -2.24344 -1.67498
O 0.85406 -1.63094 -3.95059
C 2.51220 -2.59329 -1.57660
C 2.98489 -2.81654 -0.16269
H 3.03256 -1.74786 -2.04326
H 2.62238 -3.46799 -2.22077
H 2.77812 -1.96461 0.48872
H 4.08293 -2.91384 -0.15588
H 2.54866 -3.73035 0.24020
C 0.19330 -3.36647 -1.15530
C 0.21585 -4.55994 -2.06734
H -0.82197 -2.97614 -1.03863
H 0.56601 -3.64204 -0.16240
H 0.08916 -4.34068 -3.13581
H -0.63589 -5.19730 -1.79479
H 1.13365 -5.15662 -1.96189
C -0.32277 -0.72933 -3.98759
C 1.85130 -1.29330 -4.98899
C -1.37675 -1.29782 -3.08300
H -0.65762 -0.75813 -5.03503
H -0.01652 0.29398 -3.69858
H -1.45529 -2.38448 -3.22240
H -2.34605 -0.86567 -3.36222
H -1.23158 -1.05756 -2.01632
C 1.99955 -2.41499 -5.99468
H 2.79076 -1.00903 -4.51808
H 1.47799 -0.39143 -5.47224
H 2.16620 -3.39125 -5.52817
H 2.83381 -2.14047 -6.65680
H 1.07889 -2.50100 -6.58716
H 0.96008 -2.16106 -2.94869
N -0.80194 -0.29207 3.05649
C -1.59605 0.20638 4.01431
C -2.39637 1.33880 3.83000
C -2.59808 2.05481 2.63025
C -1.71535 -0.51320 5.33076
H -0.74150 -0.84404 5.71462
H -2.37865 -1.38918 5.24136
H -2.15656 0.17687 6.06112
C -3.84840 2.88393 2.54324
H -4.49187 2.53788 1.72603
H -3.62814 3.95013 2.39342
H -4.40447 2.77381 3.47932
N -1.71969 2.08782 1.62063
C -0.44655 -1.65832 2.95286
C 0.87989 -2.03473 3.20777
C 1.90777 -0.99119 3.56894
C 1.24599 -3.36473 3.04845
H 2.28369 -3.64568 3.26561
C 0.30765 -4.30777 2.64372
H 0.59716 -5.36140 2.54005
C -1.00887 -3.92513 2.37562
H -1.74564 -4.65423 2.01430
C -1.40106 -2.59251 2.51431
C -2.79191 -2.14821 2.19032
C -2.04173 2.71547 0.37455
C -1.54137 4.01171 0.09652
C -0.99999 4.87545 1.20203
C -1.55027 4.46785 -1.22273
H -1.10873 5.43515 -1.43893
C -2.11156 3.70437 -2.24995
H -2.08862 4.06031 -3.27952
C -2.73293 2.49048 -1.94564
H -3.23935 1.91533 -2.71803
C -2.74390 2.00342 -0.63395
C -3.42635 0.70182 -0.34126
Pr 0.65174 1.32961 2.02212
H 2.55681 -0.72462 2.69824
H 2.58734 -1.40065 4.33063
H 1.46658 -0.07719 4.02578
H -2.80893 -1.22947 1.58815
H -3.41088 -1.95254 3.08035
H -3.30456 -2.92479 1.60558
H -0.86207 5.89676 0.82110
H -0.01469 4.55334 1.57639
H -1.67806 4.91549 2.06868
H -4.01055 0.72976 0.58535
H -2.72684 -0.14109 -0.26920
H -4.12314 0.46004 -1.15381
H -3.03917 1.60248 4.66645
C 0.75874 1.20549 -0.16496
Si 2.06544 2.16423 -1.06500
H -0.15912 1.29513 -0.79172
H 1.04179 0.12728 -0.31948
C 3.61033 1.14273 -1.44571
C 2.40104 3.67127 -0.04562
C 1.33149 2.53608 -2.76952
H 1.70935 3.48865 -3.16700
H 0.23786 2.60404 -2.70467
H 1.56890 1.73812 -3.49472
H 4.22676 0.97345 -0.55592
H 4.21584 1.64601 -2.20825
H 3.33119 0.15490 -1.84410
H 2.63422 3.47733 1.01638
H 1.55139 4.36911 -0.07795
H 3.28323 4.13766 -0.50468
F 2.32592 4.17535 3.60129
C 2.29309 2.80275 3.75884
F 3.62848 2.41302 3.69867
F 1.94496 2.62050 5.10365
*
```

Atom charges from the Mulliken analysis, given in e for atoms 1 to 99:
1. O 0.0393
2. O 0.1682
3. C -0.5318
4. C -1.3907
5. H 0.1350
6. H 0.6799
7. H 0.1094
8. H 0.4761
9. H 0.3933
10. C 0.5030
11. C -1.5749
12. H 0.3061
13. H -0.3632
14. H 0.2449
15. H 0.4692
16. H 0.3624
17. C -0.0719
18. C -0.5037
19. C -0.9787
20. H 0.5279
21. H -0.0010
22. H 0.3631
23. H 0.5730
24. H -0.1631
25. C -1.2675
26. H 0.4183
27. H 0.4650
28. H 0.2856
29. H 0.4165
30. H 0.3259
31. H 0.3983
32. N 1.0137
33. C 0.9595
34. C -1.9537
35. C 1.5416
36. C -1.5811
37. H 0.2821
38. H 0.2371
39. H 0.5030
40. C -1.5420
41. H 0.2528
42. H 0.2343
43. H 0.5428
44. N 1.0099
45. C -0.5841
46. C 1.1534
47. C -1.4801
48. C -0.8030
49. H 0.4761
50. C -0.9538
51. H 0.4193
52. C -0.7281
53. H 0.4452
54. C 1.2153
55. C -1.7608
56. C -0.6632
57. C 1.0137
58. C -1.2400
59. C -0.5697
60. H 0.4354
61. C -1.3901
62. H 0.3998
63. C -0.6641
64. H 0.4802
65. C 0.9386
66. C -0.8243
67. Pr 0.3752
68. H 0.1261
69. H 0.6660
70. H 0.2488
71. H 0.1615
72. H 0.2929
73. H 0.4272
74. H 0.4618
75. H 0.1391
76. H 0.2311
77. H 0.3589
78. H -0.2630
79. H 0.5292
80. H 0.3879
81. C 1.4020
82. Si 0.1781
83. H -0.7972
84. H -0.4868
85. C -0.4927
86. C -1.0733
87. C -0.8896
88. H 0.4941
89. H 0.0628
90. H 0.1789
91. H 0.3432
92. H 0.3699
93. H -0.2726
94. H 0.3703
95. H 0.1777
96. H 0.4695
97. F -0.2389
98. C -0.0109
99. F -0.2897

Formula: C4H7BO2
Source: the OMol25 dataset
Level of theory: ωB97M-V with the def2-TZVPD basis set

Computed properties:
- maximum force (eV/A) = 2.790
- energy above the lowest of the compared OMol25 structures with the same formula, charge and spin (kcal/mol) = 10.7

Geometry as ORCA input:
```
! RIJCOSX wB97M-V def2-TZVPD def2/J DEFGRID3
* xyz 0 1
C -1.07938 1.94870 -0.09656
B -0.51416 0.49102 -0.07171
C 0.52413 -0.24072 0.99865
C 0.74564 -1.48718 0.17986
C 0.37128 -1.32325 -1.24375
O 0.43595 -2.11089 -2.16091
O -0.34849 -0.13175 -1.28146
H -1.34163 2.13924 0.91654
H -1.99401 2.26491 -0.68528
H -0.24057 2.72078 -0.34762
H 1.46720 0.28178 1.02520
H 0.06724 -0.55228 1.93029
H 0.09494 -2.21077 0.59372
H 1.81187 -1.78959 0.24304
*
```

Charges computed using natural (NBO), reported in e:
1. C -1.0124
2. B 0.9913
3. C -0.7337
4. C -0.5327
5. C 0.8072
6. O -0.5284
7. O -0.6875
8. H 0.2280
9. H 0.2507
10. H 0.2630
11. H 0.2419
12. H 0.2355
13. H 0.2410
14. H 0.2359